No. 1
The following is a quantum chemistry calculation of a 3-piece molecular cluster, C28H44FIN4O6 overall at a distorted geometry, from the OMol25 dataset.

Each line ends with the Mulliken charge.
Geometry (Å):
C (-2.01282, 1.47301, 0.67020)  -0.695
C (-0.67685, 0.99932, 0.83983)  -0.368
C (0.81088, 0.23551, 0.82461)  0.637
C (1.28200, -0.59504, 2.19715)  -0.114
N (0.43519, -0.74110, 3.44200)  -0.336
C (-0.72505, -1.45126, 3.19609)  0.664
C (-2.14062, -0.63268, 3.54701)  -1.108
C (-0.81812, -2.96121, 2.56404)  -0.873
C (2.76835, -1.28536, 2.15602)  0.346
C (3.80045, -1.26281, 0.88250)  0.245
C (3.27731, -0.43523, -0.44595)  0.057
F (4.25121, -0.38691, -1.59996)  -0.318
C (1.78399, 0.31294, -0.53346)  0.659
C (1.23075, 1.10972, -1.86649)  -0.897
I (1.59869, 0.04450, -3.76303)  0.086
C (1.89164, 2.64563, -1.84369)  -0.213
C (0.70508, 3.65511, -2.42555)  -0.836
C (5.18553, -2.08789, 1.18252)  0.220
O (6.31076, -2.14291, 0.45651)  -0.506
N (4.85751, -2.74765, 2.53798)  -0.277
C (3.61284, -2.17271, 3.24590)  0.077
O (3.43061, -2.42007, 4.54719)  -0.519
H (-3.10151, 1.69220, 0.23247)  0.314
H (-1.88597, 0.52692, 3.42549)  0.318
H (-2.48592, -0.82350, 4.64879)  0.295
H (-2.95142, -0.86484, 2.73270)  0.304
H (-1.80011, -2.97745, 1.88681)  0.286
H (-0.94372, -3.82295, 3.35027)  0.167
H (0.07402, -3.17064, 1.79915)  0.304
H (0.05240, 1.29884, -1.83638)  0.463
H (2.89977, 2.71906, -2.43322)  0.291
H (2.01945, 2.90709, -0.68631)  0.289
H (0.29566, 3.16573, -3.43150)  0.220
H (1.05503, 4.76393, -2.55729)  0.219
H (-0.22633, 3.64476, -1.68515)  0.293
H (4.73331, -3.77105, 2.32896)  0.307
C (4.12835, 4.61928, -8.67501)  -0.700
O (4.20722, 5.97781, -8.26112)  -0.327
C (3.30909, 6.84451, -8.96427)  -0.805
C (2.15765, 7.30067, -8.05086)  -0.169
N (1.23902, 6.19668, -7.75285)  -0.329
C (0.30517, 6.47464, -6.65350)  -0.758
C (0.89710, 6.79635, -5.26905)  -0.535
O (1.54450, 5.69038, -4.63535)  -0.317
C (2.87730, 5.46183, -5.06694)  -0.607
H (4.98676, 4.08742, -8.25676)  0.233
H (3.22056, 4.14782, -8.29581)  0.293
H (4.16848, 4.53284, -9.76519)  0.333
H (2.93592, 6.39066, -9.88931)  0.394
H (3.89055, 7.72820, -9.24502)  0.388
H (1.60140, 8.10375, -8.54629)  0.395
H (2.60539, 7.70455, -7.14117)  0.150
H (1.78111, 5.37489, -7.50041)  0.067
H (-0.32270, 5.58313, -6.55241)  0.386
H (-0.35555, 7.29286, -6.96118)  0.403
H (0.05799, 7.05727, -4.61398)  0.368
H (1.54941, 7.67771, -5.27726)  0.353
H (3.40527, 6.38789, -5.30987)  0.355
H (2.88314, 4.77740, -5.91519)  0.144
H (3.41713, 4.96512, -4.25339)  0.280
C (-5.35853, -7.23262, 3.93598)  -0.700
O (-5.84939, -6.49267, 5.04713)  -0.325
C (-5.71730, -7.17990, 6.29713)  -0.808
C (-4.62383, -6.53418, 7.16638)  -0.166
N (-3.28623, -6.77985, 6.61689)  -0.328
C (-2.23259, -5.94534, 7.20966)  -0.777
C (-2.36738, -4.41681, 7.08325)  -0.527
O (-2.21437, -3.92161, 5.75087)  -0.255
C (-3.38298, -4.01373, 4.95040)  -0.652
H (-5.70042, -6.73899, 3.02268)  0.230
H (-4.26770, -7.24456, 3.92619)  0.292
H (-5.74474, -8.25655, 3.93833)  0.335
H (-5.54513, -8.25374, 6.16235)  0.393
H (-6.67481, -7.06466, 6.81452)  0.388
H (-4.67572, -6.95018, 8.17834)  0.410
H (-4.84258, -5.46644, 7.22313)  0.147
H (-3.30139, -6.59828, 5.61704)  0.074
H (-1.29724, -6.24228, 6.72370)  0.374
H (-2.13677, -6.21168, 8.26823)  0.414
H (-1.54414, -3.97363, 7.65524)  0.347
H (-3.28567, -4.02930, 7.54037)  0.367
H (-4.30028, -3.86759, 5.52707)  0.362
H (-3.40206, -4.96888, 4.42568)  0.222
H (-3.33302, -3.23122, 4.18542)  0.185

Atoms 1-2, force components in eV/Å:
C 9.2 -3.8 0.1
C -7.5 1.7 -2.1

- E_tot (eV) = -58790.478
- molar mass (g mol⁻¹) = 678.6
- SMILES string = C#Cc1c(N=C(C)C)c2c(c(F)c1[C@H](I)CC)C(=O)NC2=O.COCCNCCOC.COCCNCCOC
- LUMO energy (eV) = -1.84

No. 2
The following is a quantum chemistry calculation of a 4-piece molecular cluster, C2H13NO3 overall at a distorted geometry, from the OMol25 dataset.

Each line ends with the Mulliken charge.
Geometry (Å):
C (-0.28942, -2.41300, 0.53085)  -0.892
N (0.04595, -1.47169, -0.53907)  -0.344
C (-1.11516, -0.59510, -0.82866)  -0.829
H (-0.58109, -1.82721, 1.39712)  0.305
H (-1.10126, -3.09903, 0.25097)  0.311
H (0.56401, -3.05598, 0.74800)  0.290
H (0.23117, -1.96645, -1.40583)  0.177
H (-1.95244, -1.09051, -1.32605)  0.348
H (-0.80439, 0.30354, -1.36201)  0.270
H (-1.49472, -0.22145, 0.12629)  0.343
H (1.83444, 1.95900, 2.14038)  0.295
H (1.66444, 1.62061, 0.65087)  0.387
O (1.18480, 1.91303, 1.44601)  -0.683
H (2.14580, 0.82037, -1.95260)  0.313
H (1.24203, 0.22213, -0.88469)  0.414
O (2.07275, 0.72486, -1.00060)  -0.740
H (-0.62308, 2.21579, 0.68907)  0.358
H (-1.53701, 3.39658, 0.90213)  0.302
O (-1.48681, 2.56451, 0.41782)  -0.624

Atoms 1-2, force components in eV/Å:
C 0.2 -0.3 -0.6
N -0.8 0.5 -0.5

- E_tot (eV) = -9917.367
- molar mass (g mol⁻¹) = 99.1
- SMILES string = CNC.O.O.O
- LUMO energy (eV) = 0.79

No. 3
The following is a quantum chemistry calculation of one molecule with the formula C5H7NO, from the OMol25 dataset.

Each line ends with the Mulliken charge.
Geometry (Å):
O (-0.87111, -0.30627, -1.16039)  -0.390
C (-1.17937, 0.59309, -0.18695)  -0.271
N (-1.10685, 0.23577, 1.08269)  -0.008
C (-0.81595, -0.93632, 1.66247)  -0.720
C (0.50793, -0.70450, -1.23748)  -0.651
C (1.44299, 0.40835, -1.03879)  -0.227
C (2.16822, 1.34496, -0.82259)  0.088
H (-1.39060, 1.62009, -0.45011)  0.435
H (-1.27664, 1.00515, 1.72236)  0.242
H (-0.78033, -1.82131, 1.04611)  0.261
H (-0.85778, -0.98476, 2.73918)  0.272
H (0.72171, -1.48543, -0.49628)  0.271
H (0.62325, -1.14165, -2.23342)  0.317
H (2.81452, 2.17283, -0.62679)  0.382

Atoms 1-2, force components in eV/Å:
O -0.1 0.1 0.1
C 0.1 0.1 0.2

- E_tot (eV) = -8831.189
- molar mass (g mol⁻¹) = 97.1
- LUMO energy (eV) = 0.91

The highest E_tot belongs to which entry?
C5H7NO